C4H12P2S | ωB97M-V with the def2-TZVPD basis set

Computed properties:
HOMO-LUMO gap (spin up / spin down) = 6.625 / 6.085 eV
calculated total energy = -1240.39031 Eh
structure (SMILES) = C=P(C)=P(C)=S.C
ΔE to the lowest compared entry with this formula, charge and spin = 63.7 kcal/mol

Each line ends with the Löwdin charge.
Cartesian coordinates (Å):
H 0.2752 1.5773 -1.6923  0.044
C -1.5382 0.7681 0.7373  -0.312
C -0.8523 1.5197 -1.8643  -0.372
H -1.4720 1.8946 0.8343  0.027
H 3.6238 -0.2657 1.0945  0.028
P 0.2482 -1.2467 -1.1131  0.181
P -1.5426 0.1308 -0.8475  0.659
C 2.6633 0.3212 0.9678  -0.096
H 0.9150 -3.1106 0.1016  0.025
S 0.4327 -2.0712 -2.8737  0.108
H 2.6740 0.5286 -0.1493  0.008
H -1.8996 0.1952 1.5570  -0.027
H -1.3793 2.4431 -1.6158  0.023
H -1.0835 1.1718 -2.9542  0.059
H -0.7349 -2.6630 0.7141  0.010
H -0.3375 -3.6531 -0.8997  0.043
H 2.5133 1.2426 1.6019  0.026
C -0.1138 -2.7763 -0.1565  -0.432
H 1.7218 -0.3509 1.1184  0.001